Here is C13H33O9V as an isolated structure from the Open Molecules 2025 dataset. Energies are from wB97M-V/def2-TZVPD.

Calculated values
- Energy above the lowest of the compared OMol25 structures with the same formula, charge and spin: 0.000 eV
- E_tot: -58132.851 eV

The geometry in ORCA input format:
```
! wB97M-V def2-TZVPD RIJCOSX def2/J DEFGRID3
* xyz 0 1
O 1.1744 0.0776 0.6832
V -0.2561 -0.0202 0.0372
O -0.3094 0.9492 -1.2325
O -0.5809 -3.6612 2.3296
C -0.9401 -2.3450 2.5308
O -1.3195 -2.0163 3.6656
O -0.8686 -1.5800 1.5184
H -0.5843 -3.9915 3.2408
C -4.3770 -0.4611 -2.2220
C -3.6732 0.3629 -1.1488
C -4.6020 0.7301 -0.0020
O -2.5800 -0.4201 -0.6149
H -4.6396 -1.4264 -1.7808
H -3.7887 -0.5938 -3.1263
H -5.3079 0.0189 -2.5322
H -3.1896 1.2618 -1.5336
H -5.5249 1.1888 -0.3726
H -4.1682 1.3984 0.7360
H -4.9533 -0.1922 0.4722
H -2.8976 -1.3194 -0.4581
C -1.1598 -3.5057 -2.4638
C -0.0616 -2.4706 -2.5682
C -0.5059 -1.2756 -3.3866
O 0.2280 -1.9753 -1.2361
H -1.9736 -3.1316 -1.8397
H -0.7720 -4.4244 -2.0149
H -1.6474 -3.7946 -3.3961
H 0.8656 -2.8531 -2.9948
H 0.1837 -0.4309 -3.3410
H -1.4431 -0.8513 -3.0265
H -0.6292 -1.5180 -4.4437
H 0.5484 -2.7160 -0.7027
C 4.6868 -0.1088 0.7325
C 5.9359 0.2448 -0.1006
C 6.0409 1.7364 -0.3244
O 7.0970 -0.2978 0.5572
H 4.8966 0.0301 1.7942
H 4.3593 -1.1288 0.5489
H 3.8707 0.5651 0.4646
H 5.9427 -0.3101 -1.0407
H 5.2827 2.0968 -1.0182
H 6.9934 2.0592 -0.7559
H 6.0271 2.2252 0.6557
H 7.0900 0.0569 1.4554
C -1.5755 3.8065 2.1972
C -0.5212 2.7577 1.8020
C 0.3439 2.4041 3.0058
O -1.2044 1.5742 1.3761
H -2.3920 3.3187 2.7309
H -1.9582 4.2652 1.2852
H -1.1622 4.5640 2.8582
H 0.1247 3.0775 0.9900
H 0.7895 3.2520 3.5244
H 1.1645 1.7367 2.7310
H -0.2521 1.8389 3.7289
H -1.8266 1.2221 2.0258
*
```

Mulliken population analysis, charges in e, atoms 1 to 2: number 1, O, carries -0.4297; number 2, V, carries 1.0536

Here is a 3-piece molecular cluster, C13H34B2N2O12P overall from the Open Molecules 2025 dataset. Energies are from wB97M-V/def2-TZVPD.

Calculated values
- E_tot: -52231.718 eV

The geometry in ORCA input format:
```
! wB97M-V def2-TZVPD RIJCOSX def2/J DEFGRID3
* xyz -1 1
C 8.0629 -0.0196 0.0331
C 6.9266 1.0038 0.0567
C 6.6876 1.4472 1.5020
C 5.6065 0.5249 -0.5865
C 5.4269 -0.9915 -0.6524
C 4.0257 -1.4161 -1.0572
C 3.4322 -0.7792 -2.3083
O 2.1289 -1.2864 -2.3377
P 1.4755 -1.3573 -0.6951
N 0.7994 -1.3316 0.9917
O 1.3672 0.4050 -0.6992
B 0.3483 0.9410 -0.0140
O -0.9952 0.6738 -0.3390
O 0.5973 1.9439 0.9382
B 1.5298 -3.3301 -0.6377
N 2.3525 -4.1204 0.3218
O 0.6699 -4.0452 -1.4882
O 3.0896 -1.1860 -0.0602
H 8.9990 0.4584 0.3316
H 7.8760 -0.8262 0.7445
H 8.2175 -0.4620 -0.9518
H 7.2927 1.8822 -0.4849
H 6.1832 0.6586 2.0644
H 7.6406 1.6545 1.9972
H 6.0849 2.3546 1.5381
H 5.5236 0.9258 -1.5972
H 4.7766 0.9013 0.0156
H 5.6503 -1.4558 0.3124
H 6.1215 -1.4255 -1.3794
H 4.0910 -2.4928 -1.3293
H 3.9919 -1.0806 -3.2034
H 3.4330 0.3143 -2.2316
H 0.1724 -1.4475 -1.2826
H 0.1855 -2.1186 1.1760
H 1.5642 -1.3691 1.6561
H -1.5400 0.7743 0.4451
H -0.1857 2.4888 1.0288
H 3.0796 -4.6085 -0.1947
H 1.7924 -4.8537 0.7538
H 0.9844 -3.9121 -2.3879
C -2.7852 -1.9500 -0.1502
O -3.5037 -1.0972 0.7618
C -4.7281 -1.4865 1.0684
O -5.2990 -2.4683 0.6654
O -5.2500 -0.5785 1.9063
C -6.5905 -0.8512 2.3112
H -1.8209 -1.4753 -0.3036
H -2.6548 -2.9446 0.2721
H -3.3139 -2.0170 -1.0988
H -6.6473 -1.8006 2.8415
H -7.2570 -0.8717 1.4505
H -6.8704 -0.0363 2.9724
C -5.3714 2.5992 -0.5942
O -6.3492 3.5534 -1.0345
C -7.3954 3.6802 -0.2298
O -7.5867 3.0798 0.7963
O -8.2177 4.5969 -0.7523
C -9.3948 4.8317 0.0213
H -4.5856 2.5984 -1.3426
H -4.9576 2.8893 0.3688
H -5.8086 1.6055 -0.5244
H -9.1366 5.1969 1.0137
H -9.9848 3.9212 0.1103
H -9.9570 5.5879 -0.5187
*
```

Mulliken population analysis, charges in e, atoms 1 to 2: number 1, C, carries -1.6032; number 2, C, carries 0.6553

Here is a 4-piece molecular cluster, C13H34BrN2O5 overall from the Open Molecules 2025 dataset. Energies are from wB97M-V/def2-TZVPD.

Calculated values
- Energy above the lowest of the compared OMol25 structures with the same formula, charge and spin: 0.819 eV
- E_tot: -97290.249 eV

The geometry in ORCA input format:
```
! wB97M-V def2-TZVPD RIJCOSX def2/J DEFGRID3
* xyz -1 1
Br 0.7279 -0.6964 1.2414
C -5.9443 -3.9110 2.5161
O -4.7326 -3.1884 2.3707
C -3.6155 -4.0086 1.8967
C -2.3804 -2.9441 1.7914
N -2.5902 -1.7389 0.9987
C -2.6745 -2.0460 -0.4853
C -3.0349 -0.6963 -1.1445
O -4.4602 -0.3170 -0.8730
C -4.8318 0.7437 -1.7640
H -5.8367 -4.5279 3.4083
H -6.1328 -4.5741 1.6718
H -6.8709 -3.3381 2.5514
H -3.8195 -4.4091 0.9036
H -3.3067 -4.7425 2.6411
H -1.5040 -3.5170 1.4882
H -2.2781 -2.6343 2.8314
H -1.7338 -1.2326 1.1730
H -3.4304 -2.7798 -0.7650
H -1.7000 -2.5015 -0.6614
H -2.8972 -1.0331 -2.1720
H -2.3310 0.0926 -0.8793
H -4.7227 0.5018 -2.8212
H -4.2680 1.6616 -1.5975
H -5.8884 0.9875 -1.6536
C 2.9977 5.0412 1.7080
O 3.4519 3.9732 0.8817
C 2.5466 3.8998 -0.3155
C 3.1287 2.7717 -1.2201
N 3.2905 1.5030 -0.5364
C 3.7230 0.3653 -1.3573
C 4.4003 -0.7004 -0.5478
O 5.5886 -0.0596 -0.1038
C 6.3219 -0.9398 0.7837
H 1.9159 5.1443 1.6232
H 3.4957 5.9567 1.3890
H 3.1919 5.0748 2.7800
H 2.3219 4.8066 -0.8771
H 1.5424 3.6308 0.0121
H 4.1112 3.1511 -1.5010
H 2.5920 2.6111 -2.1552
H 2.3949 1.3281 -0.1035
H 4.4065 0.5311 -2.1901
H 2.8383 -0.0472 -1.8423
H 4.6734 -1.5470 -1.1777
H 3.7723 -1.0206 0.2835
H 7.3369 -0.5437 0.8151
H 6.3308 -1.9734 0.4377
H 5.9415 -0.8599 1.8021
C -0.5950 1.7121 -1.9558
O 0.4537 0.7540 -1.9282
H -0.6588 2.3623 -1.0833
H -0.1813 2.4588 -2.6335
H -1.4604 1.3039 -2.4780
H 0.3836 0.1609 -1.1766
*
```

Mulliken population analysis, charges in e, atoms 1 to 2: number 1, Br, carries -0.8013; number 2, C, carries -0.7868

Here is C13H34ClIMoN3OP2 as an isolated structure from the Open Molecules 2025 dataset. Energies are from wB97M-V/def2-TZVPD.

Calculated values
- Energy above the lowest of the compared OMol25 structures with the same formula, charge and spin: 0.430 eV
- E_tot: -61579.655 eV
- <S²>: 2.025

The geometry in ORCA input format:
```
! wB97M-V def2-TZVPD RIJCOSX def2/J DEFGRID3
* xyz 3 3
C -3.5302 -5.1985 2.5929
C -2.3152 -4.3663 2.2692
H -3.1675 -6.0742 3.1447
H -4.0369 -5.5286 1.6752
H -4.2392 -4.6391 3.2195
O -1.1536 -4.5630 2.5181
I -2.7034 -2.4926 1.1586
Mo -0.4004 0.6389 -0.4632
P -0.4129 1.0064 2.0142
C 1.0590 1.5138 2.9832
C -1.5793 2.4260 2.2300
H -1.6258 2.7092 3.2911
H -1.3182 0.2648 4.1566
H -2.5751 2.1372 1.8702
H -2.0859 -0.5492 2.7437
H 1.7917 2.0139 2.3423
H -1.2627 3.2989 1.6462
C -1.1359 -0.1921 3.1723
H 0.7624 2.1867 3.8012
H -0.4586 -1.0487 3.2480
H 1.5316 0.6141 3.3964
P 0.1135 -1.1663 -1.7725
C 1.8252 -1.4848 -2.3202
C -0.4617 -2.8641 -1.4551
H -1.7954 -0.4247 -3.1292
H -0.8180 -1.6751 -3.9819
H -0.2355 0.0239 -3.8842
C -0.7759 -0.7736 -3.3496
H -1.5052 -2.7932 -1.1074
H -0.4041 -3.4779 -2.3663
H 1.8202 -2.0484 -3.2667
H 2.3244 -2.0790 -1.5418
H 0.1425 -3.2810 -0.6422
H 2.3694 -0.5394 -2.4452
Cl -2.7156 0.6685 -0.6294
C 2.0464 2.0747 -3.9403
N 2.1962 3.0330 -2.8588
C 2.8073 4.3097 -3.2336
C 1.5695 2.8395 -1.6696
N 0.4416 2.0836 -1.6259
N 2.0776 3.4382 -0.5654
C 3.5139 3.6450 -0.4458
C 1.2454 3.9676 0.5087
H 2.6921 2.3942 -4.7530
H 1.0066 2.0359 -4.3060
H 2.3672 1.0680 -3.6209
H 2.6461 5.0798 -2.4659
H 3.8803 4.2053 -3.4219
H 2.3419 4.6735 -4.1582
H -0.0457 2.1930 -2.5186
H 3.8069 4.6610 -0.7699
H 3.7704 3.5324 0.6184
H 4.0507 2.8834 -1.0239
H 0.6710 3.1719 0.9976
H 1.9204 4.4080 1.2532
H 0.5401 4.7381 0.1627
*
```

Mulliken population analysis, charges in e, atoms 1 to 2: number 1, C, carries -0.9530; number 2, C, carries 0.5815

Here is a 3-piece molecular cluster, C13H34FNO10P3S overall from the Open Molecules 2025 dataset. Energies are from wB97M-V/def2-TZVPD.

Calculated values
- Energy above the lowest of the compared OMol25 structures with the same formula, charge and spin: 12.869 eV
- E_tot: -77405.233 eV

The geometry in ORCA input format:
```
! wB97M-V def2-TZVPD RIJCOSX def2/J DEFGRID3
* xyz -1 1
C 3.8930 -5.2297 -0.0732
C 3.3428 -4.1460 -1.1960
N 2.6672 -4.6634 -2.2812
C 3.6196 -2.5056 -1.0773
C 2.2609 -1.6277 -0.8121
C 1.8252 -1.7333 0.7991
O 0.3921 -1.2954 0.7791
P -0.3692 -2.2603 -0.5034
S -1.0230 -0.5773 -1.7044
C -1.1193 -3.6484 -1.6305
C -2.6557 -4.0664 -1.1407
F -0.2975 -4.8942 -1.4225
O 1.0640 -2.1523 -1.5435
H 5.0482 -4.9678 0.0747
H 3.7741 -6.3271 -0.5199
H 3.3228 -5.1944 0.9486
H 2.5667 -5.6998 -2.2233
H 4.0298 -2.1818 -2.1448
H 4.4284 -2.3382 -0.2332
H 2.3452 -0.4976 -1.1823
H 2.5826 -1.0879 1.4289
H 2.0287 -2.8321 1.1581
H 0.0826 -3.3772 0.2959
H -1.6101 -2.0293 0.1926
H -0.0236 0.4133 -1.4383
H -1.0727 -3.2519 -2.7305
H -3.0854 -4.8248 -1.9303
H -3.3081 -3.0929 -1.0758
H -2.6131 -4.6049 -0.1004
C -1.3847 6.3243 -2.6208
O -2.3268 5.4190 -2.0632
P -2.3522 3.7890 -2.6421
O -0.8181 3.7547 -2.6390
O -2.9145 4.3264 -4.0954
C -4.2206 4.8729 -4.1153
O -2.3777 2.1589 -3.2210
C -1.5821 1.8196 -4.3453
H -1.7526 7.3412 -2.4603
H -0.4239 6.2209 -2.1096
H -1.2589 6.1674 -3.6951
H -4.1529 5.9524 -4.2676
H -4.7533 4.6754 -3.1812
H -4.7799 4.4333 -4.9449
H -0.5271 1.7601 -4.0683
H -1.7165 2.5312 -5.1645
H -1.8966 0.8341 -4.6980
C -0.6053 0.9099 2.5863
O 0.2646 1.9022 3.1124
P 1.2862 1.4859 4.4449
O 1.6002 0.1328 3.7929
O -0.0435 1.3659 5.4116
C -0.7450 2.5642 5.6889
O 2.3080 1.0698 5.7775
C 2.1273 -0.1860 6.4121
H -1.4220 1.4147 2.0635
H -0.0666 0.2892 1.8654
H -1.0328 0.2863 3.3755
H -1.7012 2.5475 5.1612
H -0.1774 3.4442 5.3745
H -0.9352 2.6273 6.7631
H 2.5210 -0.9932 5.7903
H 1.0759 -0.3715 6.6482
H 2.6882 -0.1755 7.3500
*
```

Mulliken population analysis, charges in e, atoms 1 to 2: number 1, C, carries -0.9979; number 2, C, carries 0.5407

Here is C13H34N3O6Ti as an isolated structure from the Open Molecules 2025 dataset. Energies are from wB97M-V/def2-TZVPD.

Calculated values
- Energy above the lowest of the compared OMol25 structures with the same formula, charge and spin: 3.711 eV
- E_tot: -53894.486 eV
- <S²>: 3.751

The geometry in ORCA input format:
```
! wB97M-V def2-TZVPD RIJCOSX def2/J DEFGRID3
* xyz 0 4
Ti 0.6827 -1.0443 0.7270
O 2.7817 -6.0686 4.5809
C 2.4649 -5.1444 3.5752
O 2.1941 -5.5937 2.4438
O 2.4824 -3.9212 3.7738
H 2.6691 -6.8017 3.9713
C 3.8040 -2.1769 -3.9290
C 2.4980 -1.6828 -4.6010
C 2.3671 -1.9499 -6.1985
O 1.2896 -1.2223 -6.8111
C 1.5246 0.1526 -7.0884
N 1.4399 -2.2983 -3.8830
H 4.7145 -1.6963 -4.2871
H 4.0018 -3.2363 -4.0921
H 3.7041 -1.8619 -2.8903
H 2.4059 -0.5996 -4.5207
H 2.2356 -3.0134 -6.3979
H 3.3666 -1.7705 -6.5945
H 2.5400 0.4026 -7.3958
H 1.3371 0.6714 -6.1483
H 0.8546 0.5155 -7.8678
H 0.5984 -2.2516 -4.4396
H 1.5223 -3.3036 -3.8310
C -2.9139 -0.0534 5.9090
C -3.7758 0.4166 4.7056
C -4.3080 -0.7755 3.8928
O -3.2980 -1.4431 3.1638
C -3.8483 -2.3607 2.1726
N -4.9112 1.1523 5.1923
H -2.1160 -0.7468 5.6434
H -3.4508 -0.5719 6.7034
H -2.3940 0.7846 6.3733
H -3.1929 1.0472 4.0342
H -5.0539 -0.3869 3.1994
H -4.8414 -1.4401 4.5724
H -2.9976 -2.9504 1.8310
H -4.4099 -1.8687 1.3784
H -4.5241 -3.1626 2.4695
H -5.3499 0.6111 5.9235
H -5.6015 1.1866 4.4558
C 2.1152 5.0915 1.1471
C 1.4641 3.7676 0.7708
C 0.3648 3.8940 -0.2868
O -0.4739 2.7910 -0.3310
C -1.5480 2.9568 -1.2663
N 2.5251 2.8237 0.3492
H 1.4174 5.7200 1.7005
H 2.5027 5.5214 0.2235
H 2.8887 4.8083 1.8609
H 0.9923 3.3041 1.6372
H 0.7628 4.0641 -1.2872
H -0.2029 4.8028 -0.0869
H -2.0979 3.8817 -1.0928
H -2.2225 2.1070 -1.3710
H -1.2325 2.9960 -2.3089
H 3.2393 2.6708 1.0469
H 3.0136 3.2562 -0.4218
*
```

Mulliken population analysis, charges in e, atoms 1 to 2: number 1, Ti, carries 0.9605; number 2, O, carries -0.4734

| no. | largest force on an atom (eV/Å) |
| --- | --- |
| 1 | 1.9 |
| 2 | 0.7 |
| 3 | 3.6 |
| 4 | 5.1 |
| 5 | 9.9 |
| 6 | 2.5 |